Entry 1:
{
  "formula": "C4H12S",
  "method": "ωB97M-V with the def2-TZVPD basis set",
  "total_energy_ev": -15177.3640,
  "smiles": "CSC.CC",
  "homo_lumo_gap_ev": 9.5815,
  "homo_ev": -8.554,
  "e_lumo_ev": 1.0,
  "e_above_lowest_kj_mol": 33.0,
  "symbols": ["C", "S", "C", "H", "H", "H", "H", "H", "H", "C", "C", "H", "H", "H", "H", "H", "H"],
  "xyz": [[2.50367, 0.99363, -0.44237], [1.23831, 0.29177, 0.56937], [0.56185, 1.65971, 1.49805], [3.35653, 1.46603, 0.03718], [2.97803, 0.18824, -0.97619], [2.17256, 1.68538, -1.22643], [1.26008, 2.24417, 2.08965], [-0.18564, 1.20542, 2.14046], [0.05998, 2.39477, 0.85963], [-3.13699, -1.41276, -1.53080], [-2.14782, -1.99248, -0.54312], [-3.97489, -2.06632, -1.73294], [-3.49335, -0.43113, -1.21992], [-2.65514, -1.19004, -2.49229], [-1.23488, -1.42004, -0.40066], [-1.89181, -3.01582, -0.72076], [-2.63744, -2.19969, 0.42440]]
}

Entry 2:
{
  "formula": "C23H27N5OS",
  "method": "ωB97M-V with the def2-TZVPD basis set",
  "total_energy_ev": -44623.4526,
  "smiles": "CCN1CCN(C(=O)c2sc3ncnc(N4CCc5ccccc5C4)c3c2C)CC1",
  "homo_lumo_gap_ev": 8.6483,
  "homo_ev": -8.030,
  "e_lumo_ev": 0.6,
  "e_above_lowest_kj_mol": 9.5,
  "symbols": ["C", "C", "N", "C", "C", "N", "C", "O", "C", "S", "C", "N", "C", "N", "C", "N", "C", "C", "C", "C", "C", "C", "C", "C", "C", "C", "C", "C", "C", "C", "H", "H", "H", "H", "H", "H", "H", "H", "H", "H", "H", "H", "H", "H", "H", "H", "H", "H", "H", "H", "H", "H", "H", "H", "H", "H", "H"],
  "xyz": [[-3.64288, -2.21299, 2.32026], [-4.82437, -1.79237, 1.45334], [-4.43107, -0.85931, 0.41494], [-4.04014, 0.43756, 0.94539], [-3.91676, 1.45614, -0.20205], [-3.64788, 0.76175, -1.43543], [-2.41473, 0.51859, -1.93430], [-2.21611, -0.23042, -2.87238], [-1.28314, 1.22980, -1.27446], [-1.03417, 2.94613, -1.47350], [0.36606, 2.85932, -0.45031], [1.00694, 3.94043, -0.02720], [1.96442, 3.69648, 0.84134], [2.42965, 2.51390, 1.19224], [1.87694, 1.41680, 0.66861], [2.48817, 0.23013, 0.93205], [3.57828, 0.22582, 1.88669], [4.88388, 0.64945, 1.21980], [5.12874, -0.17547, -0.01056], [6.40874, -0.28917, -0.54128], [6.64295, -1.03892, -1.67742], [5.59083, -1.69074, -2.30025], [4.31528, -1.58318, -1.78126], [4.07370, -0.82751, -0.63991], [2.65754, -0.75928, -0.11036], [0.67782, 1.53445, -0.08653], [-0.32330, 0.61249, -0.53259], [-0.45573, -0.82437, -0.13389], [-4.75166, -0.07308, -1.86126], [-5.42654, -0.69963, -0.62941], [-3.29151, -1.39313, 2.94072], [-3.94314, -3.02904, 2.97249], [-2.82562, -2.55232, 1.68958], [-5.22456, -2.68016, 0.95727], [-5.62203, -1.37272, 2.09423], [-4.76833, 0.80988, 1.68924], [-3.07395, 0.32363, 1.44208], [-3.13198, 2.17914, 0.01304], [-4.85624, 2.00239, -0.33203], [2.44933, 4.55554, 1.28505], [3.32661, 0.90629, 2.69988], [3.66533, -0.79430, 2.27386], [5.71710, 0.54855, 1.91716], [4.80162, 1.70443, 0.94296], [7.22615, 0.21932, -0.05021], [7.64298, -1.11744, -2.07701], [5.76440, -2.27916, -3.18861], [3.49063, -2.08809, -2.26431], [1.99037, -0.52622, -0.94031], [2.38713, -1.74875, 0.28420], [-0.07544, -1.48567, -0.91134], [0.07884, -1.01324, 0.79336], [-1.50847, -1.06556, 0.00316], [-4.33257, -0.84192, -2.51344], [-5.47194, 0.52249, -2.43279], [-6.27374, -0.07637, -0.29175], [-5.82239, -1.68039, -0.89677]]
}

Entry 3:
{
  "formula": "C29H39Cl3N3O2PPd",
  "method": "ωB97M-V with the def2-TZVPD basis set",
  "total_energy_ev": -89609.0534,
  "charge": -2,
  "homo_lumo_gap_ev": 5.3926,
  "homo_ev": -1.087,
  "e_lumo_ev": 4.3,
  "e_above_lowest_kj_mol": 145.0,
  "symbols": ["Pd", "C", "C", "C", "P", "C", "C", "C", "C", "C", "C", "C", "C", "C", "C", "N", "C", "C", "C", "C", "C", "C", "C", "C", "C", "H", "H", "H", "H", "H", "H", "H", "H", "H", "H", "H", "H", "H", "H", "H", "H", "H", "H", "H", "H", "H", "H", "H", "H", "H", "H", "H", "H", "H", "H", "H", "C", "C", "C", "C", "N", "N", "C", "H", "H", "H", "H", "H", "H", "H", "H", "Cl", "C", "Cl", "Cl", "C", "O", "O"],
  "xyz": [[-0.21464, -0.67186, -0.20767], [-3.12992, 2.20264, -3.13407], [-2.34866, 2.17578, -1.81975], [-3.28537, 1.84784, -0.65356], [-0.83537, 1.05152, -1.68935], [-0.91368, 0.01200, -3.25240], [-1.99640, -1.06054, -3.11957], [0.46341, -0.64381, -3.39884], [0.51674, 2.19132, -2.14877], [0.40246, 3.03013, -3.25605], [1.42238, 3.86432, -3.69993], [1.24298, 4.77765, -4.88719], [2.62159, 3.81845, -2.98440], [2.78068, 3.01196, -1.87954], [1.73366, 2.16754, -1.38965], [1.87868, 1.33122, -0.35053], [2.85110, 1.45511, 0.59565], [3.47575, 0.25757, 1.04536], [3.03483, -1.02423, 0.39613], [4.39999, 0.28893, 2.08122], [4.75366, 1.47413, 2.72132], [5.76952, 1.49677, 3.83652], [4.10048, 2.63461, 2.32130], [3.14810, 2.65421, 1.30760], [2.34973, 3.90421, 1.05860], [-3.95864, 2.91686, -3.05321], [-3.56491, 1.22988, -3.36921], [-2.51730, 2.50128, -3.98584], [-1.93685, 3.17566, -1.65754], [-3.68206, 0.83182, -0.75460], [-4.13186, 2.54560, -0.61589], [-2.75197, 1.88438, 0.29811], [-1.12069, 0.63186, -4.13327], [-1.84005, -1.65480, -2.21276], [-1.98628, -1.72854, -3.98877], [-3.00123, -0.63964, -3.03305], [0.77334, -0.99397, -2.39604], [1.21820, 0.07027, -3.73469], [0.42535, -1.48679, -4.09452], [-0.52862, 3.02916, -3.81598], [0.33975, 4.51506, -5.44342], [2.08564, 4.71410, -5.58330], [1.14872, 5.83009, -4.59533], [3.46185, 4.43070, -3.30722], [3.73571, 2.98920, -1.36522], [3.26318, -1.03749, -0.67000], [1.93074, -1.07059, 0.45419], [3.47149, -1.89859, 0.88131], [4.85721, -0.64581, 2.39934], [6.12794, 0.48875, 4.05411], [5.34775, 1.90256, 4.76148], [6.64082, 2.10931, 3.58551], [4.30808, 3.56585, 2.84782], [2.43020, 4.58826, 1.90765], [1.29615, 3.64474, 0.91220], [2.66150, 4.44000, 0.15863], [1.24225, 2.77983, 4.51674], [0.19333, 1.96413, 3.83472], [-1.16903, 1.89587, 4.02317], [-1.63626, 0.94958, 3.07462], [-0.62795, 0.48084, 2.36226], [0.46664, 1.09354, 2.84012], [-3.01756, 0.43535, 2.82486], [0.79526, 3.34938, 5.33111], [1.71693, 3.47596, 3.82200], [2.03179, 2.14636, 4.92819], [-1.74220, 2.45108, 4.75160], [1.34621, 0.95962, 2.35803], [-3.76450, 1.22544, 2.93161], [-3.27179, -0.37168, 3.51616], [-3.06364, 0.02770, 1.81527], [-1.92268, -2.78527, 0.95572], [-2.17865, -4.39535, 1.67300], [-3.78475, -4.99803, 1.14106], [-2.22249, -4.22333, 3.44532], [-1.09410, -5.50637, 1.20194], [-0.95314, -6.41111, 2.03326], [-0.59768, -5.26035, 0.10203]]
}

Entry 4:
{
  "formula": "C16H43ClHoO6Si2",
  "method": "ωB97M-V with the def2-TZVPD basis set",
  "total_energy_ev": -83634.5844,
  "charge": 1,
  "homo_lumo_gap_ev": [8.1740, 8.2286],
  "homo_ev": [-10.576, -10.584],
  "multiplicity": 5,
  "e_lumo_ev": [-2.4, -2.4],
  "symbols": ["O", "O", "C", "C", "H", "H", "H", "H", "H", "C", "C", "H", "H", "H", "H", "H", "C", "C", "C", "H", "H", "H", "H", "H", "C", "H", "H", "H", "H", "H", "H", "Ho", "C", "Si", "H", "H", "C", "C", "C", "C", "Si", "H", "H", "C", "C", "C", "H", "H", "H", "H", "H", "H", "H", "H", "H", "H", "H", "H", "H", "H", "H", "H", "H", "H", "O", "Cl", "O", "O", "O"],
  "xyz": [[-1.32015, -2.24661, -0.30918], [-2.10531, -0.62404, -1.87733], [0.11149, -2.65475, -0.28054], [0.34015, -3.42435, 0.97981], [0.72747, -1.73255, -0.38816], [0.22456, -3.24415, -1.20880], [0.52896, -2.72653, 1.80099], [1.22594, -4.08058, 0.89485], [-0.53539, -4.02743, 1.20831], [-2.21895, -2.11534, 0.96597], [-3.24591, -3.13093, 0.58141], [-2.54121, -1.05241, 0.94031], [-1.61574, -2.31672, 1.85260], [-3.68090, -2.84077, -0.38363], [-4.03997, -3.24914, 1.32877], [-2.75085, -4.10722, 0.43011], [-3.14112, 0.46936, -1.88579], [-1.88868, -1.32962, -3.20390], [-4.34965, 0.10777, -1.07135], [-3.42706, 0.78585, -2.90896], [-2.55190, 1.28507, -1.41339], [-4.77324, -0.85451, -1.38688], [-5.16079, 0.84289, -1.14974], [-4.07706, 0.05709, -0.01442], [-3.14518, -2.08155, -3.49846], [-1.03051, -1.99749, -3.01457], [-1.55690, -0.56179, -3.91306], [-3.43140, -2.59304, -2.57088], [-3.03413, -2.82586, -4.28808], [-3.92270, -1.37098, -3.77182], [-1.65961, -1.68276, -1.09823], [0.77655, 1.66518, 1.99673], [0.52870, 1.99815, -0.13204], [0.81015, 1.87881, -2.00441], [-0.57758, 1.96088, 0.00108], [0.81535, 0.85632, 0.09187], [1.36280, 0.29251, -2.92057], [2.23606, 3.08883, -2.09986], [-0.58290, 2.38257, -3.21029], [2.56298, 0.23113, 1.49601], [3.53228, 1.27408, 2.69033], [3.04855, 0.23554, 0.51035], [2.48364, -0.83144, 1.76449], [4.17682, 2.78476, 1.76617], [4.86591, 0.35628, 3.60133], [2.26864, 2.00702, 3.98776], [-0.10309, 2.74137, -4.13511], [-1.17442, 3.21801, -2.81486], [-1.29010, 1.60544, -3.53608], [2.27310, -0.14736, -2.48665], [1.62723, 0.59405, -3.94742], [0.63430, -0.52026, -3.04897], [2.89040, 2.90232, -1.22914], [1.70445, 4.04721, -1.96592], [2.81483, 3.06681, -3.04091], [5.23088, -0.47043, 2.97565], [4.46194, -0.06088, 4.53572], [5.69940, 1.03439, 3.83244], [1.70157, 1.22820, 4.55115], [1.56509, 2.85523, 3.75117], [2.94907, 2.54925, 4.66379], [5.07350, 3.12185, 2.30441], [3.47600, 3.63307, 1.71623], [4.45970, 2.51385, 0.73963], [-0.28691, 0.39082, 4.98369], [-0.88280, 0.22053, 3.70197], [-2.02690, -0.60658, 3.70363], [-1.20967, 1.57600, 3.11060], [0.15022, -0.35045, 2.75012]]
}

Entry 5:
{
  "formula": "C11H21N2O2",
  "method": "ωB97M-V with the def2-TZVPD basis set",
  "total_energy_ev": -18808.4783,
  "charge": 1,
  "homo_lumo_gap_ev": [8.6015, 7.9847],
  "homo_ev": [-11.134, -13.980],
  "multiplicity": 3,
  "e_lumo_ev": [-2.5, -6.0],
  "e_above_lowest_kj_mol": 4.1,
  "symbols": ["C", "C", "C", "C", "C", "C", "C", "C", "C", "C", "C", "N", "N", "O", "O", "H", "H", "H", "H", "H", "H", "H", "H", "H", "H", "H", "H", "H", "H", "H", "H", "H", "H", "H", "H", "H"],
  "xyz": [[-1.53320, -0.63121, 0.68860], [-1.12263, 0.63628, 1.06258], [0.61874, 0.10905, -0.39217], [-2.34755, -2.94683, -1.33115], [0.17497, -3.34450, -1.10272], [-0.89221, -1.32390, -2.48515], [-0.31846, 3.32629, 1.03094], [1.94703, 2.48888, 0.30991], [0.98507, 1.87182, 2.54272], [-0.96757, -2.30535, -1.35680], [0.69187, 2.24527, 1.07544], [-0.77373, -1.24956, -0.20599], [0.11436, 0.95757, 0.54612], [2.81604, -0.26961, 0.39031], [1.80038, -0.25472, -0.68797], [-2.51120, -0.92621, 0.92033], [-1.49699, 1.24182, 1.86649], [-2.59926, -3.59431, -0.47044], [-3.12421, -2.14303, -1.27984], [-2.48412, -3.43034, -2.24863], [0.09664, -4.29096, -1.77313], [1.17270, -2.86626, -1.27468], [0.14390, -3.72291, -0.07091], [-0.79783, -0.35379, -2.07295], [0.08560, -1.42558, -2.92792], [-1.76194, -1.33599, -3.11293], [-0.83467, 3.41567, 0.02299], [-1.05960, 3.13969, 1.75967], [0.20116, 4.24151, 1.34923], [2.80687, 1.87490, 0.52699], [1.72419, 2.55837, -0.78469], [2.23674, 3.48711, 0.54037], [1.61041, 2.62290, 2.98306], [0.22772, 1.80502, 3.27108], [1.54331, 0.95347, 2.62222], [3.62749, -0.56055, 0.06904]]
}

Q: What is the formula in the fourth record?
A: C16H43ClHoO6Si2